Entry 1:
This record from OMol25 describes a molecular structure, C36H48BBrN10OSTi. The level of theory is ωB97M-V/def2-TZVPD.

Geometry (Å):
H 5.300 -0.091 2.557
C 4.190 -1.200 4.101
C -1.829 6.097 -4.499
H -1.728 -0.905 5.890
C 1.382 -0.944 -4.594
C -0.973 -5.904 -0.281
H 3.939 -1.234 1.360
C 0.574 -0.797 1.673
H 2.533 2.819 1.545
C -1.525 0.762 3.726
H 3.335 -1.806 6.134
H -2.558 0.716 4.088
C 0.327 1.229 -5.606
H 3.403 2.279 0.018
C -1.780 -1.822 3.323
C -1.800 -5.687 -1.299
H -3.559 3.344 -4.615
H -0.219 -1.762 5.627
H -1.508 1.115 2.725
N -2.382 2.295 -1.963
H -1.042 1.449 4.400
C 1.827 -1.098 1.088
H 0.557 -5.507 2.171
H -2.562 -7.608 -1.491
C -0.761 -0.856 5.348
H -1.849 -1.818 2.224
C 4.876 -2.588 3.731
C -2.853 5.358 -5.144
N 0.673 2.422 -1.098
H -3.933 -0.105 1.151
C 1.317 4.456 -0.409
H -2.804 -1.683 3.637
H -0.080 5.420 -1.904
H 0.771 1.031 -6.526
C -4.282 1.826 -0.911
C 0.528 0.313 -4.545
C 2.950 -1.234 3.294
H -3.917 3.841 -2.075
C -3.481 -0.396 0.155
C 5.135 -0.118 3.631
N -0.088 0.713 -3.434
H 5.524 -2.692 4.586
H -1.060 2.939 -5.650
H 1.615 -0.919 4.885
H 4.782 0.907 3.880
C -3.655 2.803 -1.709
N -1.197 5.410 -3.559
H -2.645 -0.986 0.392
C 2.447 2.320 0.577
H -1.628 -2.859 3.628
C 1.514 3.086 -0.272
C 0.332 4.567 -1.410
H -1.054 -6.848 0.166
H 1.566 -6.000 0.849
C -0.544 2.148 -5.079
H 1.541 -4.281 1.391
H 6.091 -0.234 4.156
C -1.012 -3.461 -1.342
H -1.158 7.722 -5.851
H -5.367 1.818 -0.702
C 2.957 -1.228 1.811
H 1.437 -1.464 -3.619
C 0.950 -5.203 1.240
C -0.901 -0.666 3.859
H -0.169 -0.082 5.868
C 3.927 -1.017 5.611
H 1.880 5.143 0.147
C -2.780 -6.630 -1.849
N -1.876 4.164 -3.535
O -0.388 -0.305 0.930
H 3.472 -0.081 5.850
H -4.303 -1.024 -0.146
N -2.206 1.133 -1.361
H 0.968 -1.657 -5.392
C 1.656 -1.005 3.804
N -1.586 -4.499 -1.982
C -3.327 0.816 -0.686
N -0.747 1.872 -3.805
H -2.737 -6.604 -2.965
C -0.054 -4.935 0.109
H 4.202 -3.446 3.635
H 4.888 -0.838 6.138
Br 1.931 -1.173 -0.789
B -1.299 2.970 -2.793
H 5.464 -2.479 2.812
C -1.446 7.587 -4.807
S -1.384 -1.921 -2.169
C -2.840 4.163 -4.452
H 2.099 1.284 0.660
H -2.109 -4.388 -2.822
Ti -0.274 0.175 -1.225
N -0.097 -3.697 -0.408
N -0.035 3.375 -1.804
H 2.415 -0.587 -4.804
H -3.624 5.716 -5.817
C 0.462 -0.820 3.137
H -3.834 -6.510 -1.709
H -0.584 7.829 -4.196
H -2.300 8.268 -4.617

Computed properties:
Charge: +1
E, Ha: -5869.828409
Relative energy (zero: lowest compared OMol25 entry of this formula, charge and spin), kJ/mol: 0.0
LUMO energy (spin up / spin down), eV: -3.18 / -5.04
Spin multiplicity: 4
HOMO energy (spin up / spin down), eV: -8.68 / -10.38

Results of the Mulliken charge analysis, in e, for atoms 1 through 2: H 0.40; C 2.25


Entry 2:
This record from OMol25 describes 2 unconnected molecules or ions with the total composition C4H5NO. The level of theory is ωB97M-V/def2-TZVPD.

Geometry (Å):
N -0.843 -2.520 0.867
H -0.289 0.450 -2.730
C -0.754 -1.367 0.956
H 1.534 -0.086 0.749
C -0.558 0.047 1.058
H -1.413 0.671 1.290
H -0.153 -0.708 -1.257
O 0.806 1.097 -1.214
H 0.887 1.603 1.082
C 0.108 0.260 -1.732
C 0.676 0.552 0.930

Computed properties:
E, Ha: -285.324677
Relative energy (zero: lowest compared OMol25 entry of this formula, charge and spin), kJ/mol: 236.1
LUMO energy, eV: 0.10
SMILES: C=CC#N.C=O
HOMO energy, eV: -9.58

Results of the natural (NBO) charge analysis, in e, for atoms 1 through 2: N -0.34; H 0.13


Entry 3:
This record from OMol25 describes C3H7N3O3Si in the gas phase. The level of theory is ωB97M-V/def2-TZVPD.

Geometry (Å):
C -3.318 0.668 -0.064
O 2.855 -1.109 0.421
H 0.369 -3.158 -0.331
H -2.885 1.332 -0.835
H 0.825 -2.242 1.176
O -1.654 -0.953 0.372
C 1.977 2.252 0.242
C 0.811 -2.125 0.079
H 2.405 3.268 -0.179
N -2.873 -0.341 0.515
H -4.236 0.992 0.215
H -0.097 -0.380 -1.765
N 0.940 1.826 -0.338
O 0.422 0.692 0.208
N 2.155 -1.817 -0.296
Si -0.236 -0.618 -0.372
H 2.540 1.713 0.952

Computed properties:
E, Ha: -797.795806
Relative energy (zero: lowest compared OMol25 entry of this formula, charge and spin), kJ/mol: 29.9
LUMO energy (spin up / spin down), eV: -0.17 / -0.17
SMILES: C=NO[SiH](CN=O)ON=C
HOMO energy (spin up / spin down), eV: -9.02 / -9.03

Results of the natural (NBO) charge analysis, in e, for atoms 1 through 2: C -0.13; O -0.31


Entry 4:
This record from OMol25 describes a molecular structure, C21H49CuN7O7. The level of theory is ωB97M-V/def2-TZVPD.

Geometry (Å):
H -4.088 1.400 0.489
H -2.691 0.402 -3.345
H 0.537 5.417 0.874
O -1.474 -1.502 1.494
H -0.008 -3.619 0.613
H -0.596 2.425 -3.112
H -4.835 -0.066 -0.138
C -0.216 1.118 4.602
H 1.422 -2.260 2.162
C 0.176 1.846 -3.619
N -1.377 -3.620 2.297
C -0.439 3.586 0.659
H -0.478 0.195 5.119
H 1.984 3.031 -0.167
H 0.535 -4.249 2.104
H -1.855 -4.193 2.978
H 3.140 1.191 -4.776
H 0.108 1.827 5.363
O -0.373 2.315 0.507
N -0.313 -2.649 -3.074
C -2.211 -3.267 -1.715
C -1.946 -2.389 2.189
H 3.144 1.787 -2.060
H -5.070 0.942 -3.944
C -4.739 0.138 -3.287
H 4.205 -3.449 2.289
C 0.975 -2.041 -3.477
H -0.783 -3.178 -3.795
C -0.343 -4.219 1.459
H 2.169 1.961 4.487
H 2.675 4.385 0.794
H -2.568 -3.841 -2.570
H 1.970 4.689 -0.809
O -0.523 -1.745 -0.993
Cu -0.234 0.104 0.207
N -3.445 0.455 -2.676
H -3.538 -1.059 3.057
H -1.727 5.260 1.380
H 3.985 -0.631 -0.554
C 4.005 -1.351 0.264
C 2.617 -1.482 0.847
H 4.514 -2.282 0.016
H 0.457 2.431 -4.494
C 3.077 1.495 2.680
H -2.994 -2.695 -1.217
C 3.433 -2.893 2.821
H 2.856 1.332 1.625
H -5.554 -0.074 -2.595
H -3.118 -2.494 3.934
H 2.812 2.928 -4.705
C -1.778 4.205 1.113
H 0.841 -1.044 -3.895
H -4.597 -0.722 -3.942
O 0.461 0.362 2.372
H -1.167 1.548 4.289
H -5.148 1.510 -0.912
H 1.505 -2.527 -4.296
C 3.187 2.074 -4.139
H 4.601 -0.943 1.080
C -3.198 0.613 -1.342
H 3.839 -2.092 3.439
N 1.970 1.428 3.652
N 0.579 4.451 0.583
C -4.396 0.890 -0.424
C 0.784 0.909 3.437
O 0.852 1.032 -1.605
H -0.556 -5.237 1.132
H -2.161 3.651 1.970
H 3.738 0.669 2.943
C 1.895 4.085 0.095
H -2.429 4.110 0.244
H 1.623 -2.104 -2.603
N 2.514 1.846 -2.847
C -3.204 -2.088 2.926
H -4.107 -2.588 2.575
H -0.099 0.918 -4.120
H -1.952 -4.042 -0.993
O -2.065 0.548 -0.883
N 2.404 -2.240 1.928
H 3.699 2.388 2.748
O 1.703 -0.827 0.364
C -0.981 -2.458 -1.928
C 1.225 1.554 -2.631
H 2.942 -3.655 3.427
H 4.219 2.367 -3.946

Computed properties:
Charge: +2
E, Ha: -3379.611765
LUMO energy (spin up / spin down), eV: -3.79 / -6.68
Spin multiplicity: 2
HOMO energy (spin up / spin down), eV: -14.18 / -14.17

Results of the Mulliken charge analysis, in e, for atoms 1 through 2: H 0.26; H 0.19


Entry 5:
This record from OMol25 describes C7H11N in the gas phase. The level of theory is ωB97M-V/def2-TZVPD.

Geometry (Å):
C 0.363 -0.713 -0.534
H 1.846 1.270 0.508
H -2.373 2.528 -0.302
H -3.209 -0.183 0.540
C -1.651 -1.622 0.229
H 3.405 0.430 0.546
H -0.729 2.728 0.344
H 2.196 -0.243 -1.472
C -1.354 0.727 0.059
N -0.345 -1.736 -0.126
H 0.063 -2.671 -0.085
C 2.325 0.298 0.604
H -2.225 -2.513 0.404
C -2.168 -0.314 0.260
C -1.352 2.134 -0.326
H -0.974 2.254 -1.343
H 2.071 -0.111 1.580
C 1.838 -0.630 -0.513
H 2.272 -1.632 -0.372

Computed properties:
E, Ha: -327.908180
Relative energy (zero: lowest compared OMol25 entry of this formula, charge and spin), kJ/mol: 472.1
LUMO energy, eV: 0.89
HOMO energy, eV: -6.37

Results of the natural (NBO) charge analysis, in e, for atoms 1 through 2: C 0.17; H 0.21


Entry 6:
This record from OMol25 describes 12 unconnected molecules or ions with the total composition C26H64N4O16. The level of theory is ωB97M-V/def2-TZVPD.

Geometry (Å):
H -14.097 -7.601 -18.203
H -18.762 -3.807 -18.115
H -18.411 -10.665 -20.902
O -15.507 -9.005 -15.444
O -22.217 -14.358 -23.640
O -20.057 -8.640 -19.344
C -19.803 -7.180 -16.794
O -24.311 -6.868 -25.387
H -21.361 -1.637 -18.248
C -18.042 -3.141 -18.589
C -24.412 -3.399 -21.644
H -22.724 -6.964 -21.341
C -15.920 -9.383 -16.536
H -20.758 -13.548 -22.308
H -20.854 -7.076 -17.064
H -17.156 -11.736 -20.977
H -19.559 -11.853 -26.568
H -16.793 -5.332 -23.524
H -18.171 -4.802 -24.597
H -18.515 -2.160 -18.632
O -19.585 -7.970 -25.929
H -24.075 -2.393 -21.894
C -18.499 -4.294 -20.714
H -25.592 -4.867 -21.911
O -19.704 -4.345 -20.571
C -19.073 -6.936 -25.546
H -16.839 -10.256 -18.666
C -23.498 -7.834 -24.726
C -21.189 -9.084 -21.878
C -22.675 -12.520 -22.401
H -19.587 -8.231 -16.606
H -17.488 -8.688 -19.057
N -20.967 -7.767 -21.248
C -21.832 -13.723 -22.359
O -23.713 -12.940 -23.219
H -18.371 -6.691 -13.662
O -18.042 -3.425 -15.757
C -16.233 -3.495 -20.269
O -20.550 -10.561 -25.377
N -18.245 -6.817 -24.479
H -16.185 -2.420 -20.441
H -15.524 -6.702 -18.469
H -18.565 -8.850 -23.844
H -20.745 -9.890 -21.293
C -18.412 -4.537 -15.406
H -24.781 -7.911 -20.922
H -16.708 -5.682 -25.125
H -23.504 -3.976 -21.472
O -24.003 -14.361 -24.944
C -17.861 -8.031 -23.697
H -15.448 -3.753 -19.557
H -17.683 -7.556 -15.043
C -20.564 -7.724 -19.990
H -20.637 -6.711 -19.566
C -21.740 -6.735 -21.750
H -14.838 -6.963 -16.805
C -21.863 -1.897 -19.179
H -23.395 -8.745 -25.315
H -19.569 -12.275 -24.788
C -16.565 -9.210 -18.805
H -17.900 -4.642 -21.569
H -22.888 -1.525 -19.146
N -15.854 -8.641 -17.659
H -19.214 -6.730 -17.594
H -22.475 -7.494 -24.565
H -15.945 -3.929 -21.226
O -25.176 -4.250 -22.517
C -19.628 -6.484 -15.353
O -19.065 -12.600 -21.220
H -19.035 -12.776 -20.277
H -17.660 -7.833 -22.644
O -17.594 -5.545 -14.926
H -19.023 -5.989 -26.105
H -23.713 -12.796 -20.384
O -19.629 -5.039 -15.471
O -21.977 -3.342 -19.150
H -22.148 -14.385 -21.552
H -21.510 -6.743 -22.816
C -17.463 -5.591 -24.344
H -23.929 -11.333 -21.120
H -22.372 -11.683 -20.410
H -20.846 -9.134 -22.912
C -23.166 -12.106 -21.026
C -19.497 -11.491 -25.542
H -26.983 -9.485 -20.727
H -16.323 -10.391 -16.719
C -18.258 -6.678 -14.746
C -15.078 -7.410 -17.770
H -17.188 -3.002 -17.926
H -16.099 -9.201 -19.790
N -17.682 -3.710 -19.902
O -26.087 -9.376 -20.400
H -21.125 -3.643 -19.475
H -23.891 -7.960 -23.717
H -20.201 -9.683 -25.544
H -21.465 -5.739 -21.404
H -22.085 -11.781 -22.944
H -16.879 -8.435 -23.944
H -24.856 -6.299 -24.838
H -26.177 -8.046 -21.888
H -18.553 -10.976 -25.362
H -22.244 -9.336 -21.981
H -20.406 -7.001 -14.791
H -21.573 -1.412 -20.111
C -18.123 -11.562 -21.450
H -24.955 -9.373 -22.048
C -25.431 -8.657 -21.378
H -24.826 -3.305 -20.640
C -23.343 -13.889 -24.082
H -17.914 -11.441 -22.512

Computed properties:
Charge: -1
E, Ha: -2451.719687
LUMO energy (spin up / spin down), eV: 1.88 / 1.86
Spin multiplicity: 2
HOMO energy (spin up / spin down), eV: 0.01 / -7.27

Results of the Mulliken charge analysis, in e, for atoms 1 through 2: H 0.55; H -0.05


Entry 7:
This record from OMol25 describes a molecular structure, C25H43Cl2CsGeN4O9P2S2Sb2Se. The level of theory is ωB97M-V/def2-TZVPD.

Geometry (Å):
C -0.474 -5.524 0.479
C -2.407 4.511 3.892
C 6.153 3.284 -2.983
H 4.451 -0.173 0.611
H -0.109 -5.375 1.494
H 3.770 6.491 -2.235
H 6.809 5.862 -0.962
H -1.351 -2.105 -2.096
C -0.664 -1.856 -1.306
C -1.261 4.560 2.783
H -0.339 -0.989 3.117
H 4.000 5.479 -3.712
C -3.721 -6.437 -1.274
H -3.011 -1.030 4.290
H -4.058 -6.674 -2.346
N 0.533 0.059 -4.263
C -1.889 -5.835 0.224
H 5.685 5.641 0.382
H 7.051 2.822 -2.537
H 6.933 4.391 0.002
C 3.777 5.441 -2.617
O -1.549 3.872 1.768
Sb -2.640 -2.903 2.325
H 2.992 -3.700 -0.177
H -5.710 -6.472 -0.441
H 1.371 0.454 -3.819
O 2.249 0.879 2.116
Se 3.599 1.233 -1.204
Ge 5.035 4.156 -1.651
C 4.820 -0.083 -0.415
Cl -3.357 6.098 3.735
H 5.056 2.468 0.290
H -3.420 -5.292 3.310
C -4.269 -5.954 1.023
C 6.229 5.107 -0.442
N -2.038 3.705 -1.479
H 2.727 1.027 4.375
H 5.568 2.568 -3.548
C -3.700 3.986 -3.191
O -0.006 -0.028 3.250
C 4.244 2.816 -0.361
H -4.217 3.843 -4.141
C -4.783 -2.797 1.669
H 6.453 4.111 -3.627
H 3.420 3.252 0.276
H -1.608 -2.109 4.806
H -1.206 -1.394 -0.438
H -4.771 -3.081 0.585
H 0.195 -6.165 -0.073
O 1.001 -2.484 0.788
C -0.639 0.662 -4.159
S -4.161 5.201 -2.131
Cl -3.383 3.038 3.887
C -2.748 4.805 -1.107
H -3.140 6.290 0.268
H -1.674 -6.514 -1.858
H 2.717 -4.171 -1.975
H -5.087 -1.740 1.816
H -1.885 4.545 4.854
O -0.206 -2.426 3.047
C -2.831 1.663 -4.536
C -2.109 2.159 -3.424
N -2.499 5.533 -0.005
H 5.874 0.237 -0.502
C -2.660 -2.101 4.368
P 1.101 -2.783 2.356
Sb 0.329 -3.634 -0.713
H 4.605 -1.014 -0.932
H -1.845 5.044 0.695
C -4.666 -6.306 -0.246
H -5.423 -3.451 2.290
C -2.354 -6.311 -1.005
H -5.052 -5.875 1.760
H 2.615 -2.436 -1.421
O 2.203 0.226 4.546
H 0.058 -1.124 -1.665
O -0.288 5.225 3.083
H -1.621 -5.259 3.064
S -2.008 0.332 -5.220
H 2.733 5.079 -2.545
Cs 0.018 1.968 0.375
O 2.118 -1.625 2.834
N -0.851 1.613 -3.288
H 0.639 -0.813 -4.783
H -3.742 2.077 -4.948
P 1.625 -0.071 3.098
C -2.624 -5.097 2.619
C -2.619 3.257 -2.649
C -2.916 -5.658 1.270
C 2.479 -3.481 -1.137
H -3.381 -2.623 5.011
O 1.730 -4.100 2.755

Computed properties:
Charge: -2
E, Ha: -9253.317354
Relative energy (zero: lowest compared OMol25 entry of this formula, charge and spin), kJ/mol: 201.7
LUMO energy, eV: 3.22
HOMO energy, eV: 0.18

Results of the Mulliken charge analysis, in e, for atoms 1 through 2: C -1.92; C 0.06


Entry 8:
This record from OMol25 describes a molecular structure, C6H20BrFInN6O5S. The level of theory is ωB97M-V/def2-TZVPD.

Geometry (Å):
O -2.137 -1.198 1.646
H -0.597 2.271 -1.257
H 0.836 -0.825 -2.357
O 5.145 -1.708 2.535
N -2.925 2.871 -2.015
H 5.456 -0.629 4.745
H -3.807 3.170 -2.383
F -2.090 0.414 -0.177
C 1.182 -1.477 -1.557
H 1.906 -2.162 -2.002
C -5.927 1.994 -0.232
O -1.814 4.326 -3.362
C 6.200 -1.607 3.126
H -5.538 -0.067 -0.239
H -0.089 -3.868 0.355
H -2.913 2.166 -1.299
C 2.811 -1.488 0.383
N 6.301 -0.997 4.351
H 2.290 -2.035 1.167
O -3.615 -1.447 -0.276
N 7.378 -2.093 2.615
S -2.288 -1.185 0.218
H 0.226 3.390 -2.289
C 1.844 -0.681 -0.463
H -4.455 0.919 0.650
Br 2.845 0.872 -1.245
H 1.103 -0.213 0.180
H -7.495 2.702 -1.328
In -0.518 -2.707 -0.881
O -5.546 3.089 0.155
H 8.259 -2.017 3.083
N -0.630 2.993 -1.954
N -7.022 1.862 -1.057
N -5.280 0.847 0.083
H -7.354 0.978 -1.390
H 3.374 -2.180 -0.240
H 3.529 -0.840 0.873
H 7.333 -2.538 1.718
C -1.797 3.458 -2.501
H 7.161 -0.899 4.854
H -1.342 -3.464 -2.232

Computed properties:
Charge: -1
E, Ha: -4207.726515
LUMO energy, eV: 2.06
HOMO energy, eV: -5.97

Results of the Mulliken charge analysis, in e, for atoms 1 through 2: O -0.54; H 0.16


Entry 9:
This record from OMol25 describes a gas-phase ion, C5H11O3SSi (charge -1). The level of theory is ωB97M-V/def2-TZVPD.

Geometry (Å):
H -1.008 -0.500 3.161
O -1.679 1.499 -0.712
H -0.757 3.814 -3.360
O 0.273 1.674 -2.575
H 1.707 3.579 -2.736
H -0.266 -2.953 0.197
C 0.530 -2.375 0.554
H -1.101 1.044 1.293
H -1.701 -1.194 1.653
C -0.722 -0.886 2.113
S -0.791 0.463 -1.362
H 0.695 3.179 -4.906
H 1.389 -1.931 2.591
C -0.229 0.362 1.286
H 1.445 -3.113 0.280
H -0.249 -3.036 2.358
C 0.112 -0.083 -0.084
O 0.893 -1.263 -0.292
Si 0.454 3.043 -3.252
C 0.347 -2.061 2.055
H 0.657 0.739 1.739

Computed properties:
Charge: -1
E, Ha: -1110.440927
Relative energy (zero: lowest compared OMol25 entry of this formula, charge and spin), kJ/mol: 316.1
LUMO energy, eV: 3.38
HOMO energy, eV: -3.48

Results of the natural (NBO) charge analysis, in e, for atoms 1 through 2: H 0.19; O -1.01